1.
Density functional theory data (ωB97M-V with the def2-TZVPD basis set) for 9 unconnected molecules or ions with the total composition C25H28Cl32FN2O3S3 in a non-equilibrium geometry.

CARTESIAN COORDINATES (ANGSTROEM)
C1 5.457 -3.056 2.228
C2 5.100 -2.292 1.385
C3 4.479 -1.326 0.451
C4 3.255 -2.073 -0.179
C5 3.057 -1.631 -1.645
C6 2.875 -2.797 -2.606
F1 3.074 -2.292 -3.889
N1 2.091 -1.574 0.658
C7 2.616 -0.686 1.763
C8 1.566 0.126 2.506
C9 0.912 1.246 1.682
C10 -0.590 1.015 1.439
S1 -0.826 1.122 -0.388
C11 -1.864 -0.240 -0.866
S2 -1.780 -0.662 -2.439
N2 -2.640 -0.847 0.112
C12 -3.119 -2.176 -0.281
C13 -4.038 -2.743 0.834
O1 -4.075 -1.912 1.973
C14 -4.595 -0.655 1.604
C15 -3.814 0.002 0.447
C16 3.979 -0.144 1.364
S3 4.162 1.451 0.532
C17 3.376 1.553 -1.056
O2 5.578 1.558 0.275
O3 3.678 2.477 1.416
H1 5.721 -3.807 2.940
H2 5.283 -1.072 -0.238
H3 3.431 -3.137 -0.077
H4 2.200 -0.968 -1.762
H5 3.939 -1.085 -1.967
H6 1.858 -3.194 -2.596
H7 3.607 -3.593 -2.458
H8 1.804 -2.405 1.176
H9 1.258 -1.259 0.151
H10 2.910 -1.428 2.514
H11 0.774 -0.573 2.789
H12 2.021 0.473 3.431
H13 1.019 2.175 2.238
H14 1.397 1.421 0.730
H15 -0.944 0.029 1.733
H16 -1.187 1.807 1.871
H17 -3.683 -2.184 -1.212
H18 -2.240 -2.817 -0.339
H19 -3.772 -3.759 1.098
H20 -5.063 -2.751 0.444
H21 -5.652 -0.753 1.334
H22 -4.544 -0.040 2.500
H23 -3.510 0.989 0.774
H24 -4.410 0.090 -0.467
H25 4.710 -0.112 2.166
H26 3.260 2.614 -1.267
H27 2.380 1.108 -1.055
H28 3.963 1.077 -1.833
C18 -2.996 -6.187 -1.388
Cl1 -2.292 -5.999 0.228
Cl2 -4.643 -5.545 -1.392
Cl3 -2.020 -5.292 -2.559
Cl4 -3.026 -7.893 -1.817
C19 -7.401 -3.805 2.955
Cl5 -8.988 -4.571 3.020
Cl6 -6.618 -4.194 1.412
Cl7 -7.591 -2.055 3.101
Cl8 -6.398 -4.402 4.277
C20 5.565 2.394 4.814
Cl9 6.663 2.828 6.121
Cl10 3.912 2.847 5.253
Cl11 6.030 3.215 3.332
Cl12 5.635 0.630 4.568
C21 -4.595 3.495 2.569
Cl13 -4.332 2.594 4.067
Cl14 -4.811 5.203 2.932
Cl15 -3.188 3.290 1.511
Cl16 -6.030 2.872 1.748
C22 -0.724 6.578 0.629
Cl17 -1.247 6.637 2.315
Cl18 -0.485 4.888 0.150
Cl19 -1.962 7.299 -0.403
Cl20 0.792 7.458 0.447
C23 0.981 2.009 -4.728
Cl21 0.553 1.930 -6.434
Cl22 1.886 3.499 -4.412
Cl23 -0.478 1.975 -3.744
Cl24 2.000 0.613 -4.326
C24 4.395 -5.885 -4.969
Cl25 3.069 -4.932 -5.636
Cl26 3.831 -6.738 -3.521
Cl27 4.952 -7.054 -6.161
Cl28 5.726 -4.806 -4.527
C25 -4.124 9.366 -3.877
Cl29 -5.726 8.630 -3.787
Cl30 -3.355 8.927 -5.403
Cl31 -4.271 11.120 -3.770
Cl32 -3.131 8.776 -2.532

Cartesian forces (eV/Å) of the 3 atoms listed first:
0.0634 -0.6974 0.4137
-0.3754 0.5560 -0.2449
0.6857 -1.1601 1.3201

energy: -471429.4631 eV
HOMO level: -10.99 eV
total charge: +1

Mulliken atomic charge list, values in e, 6 entries:
1. C -0.042
2. C -1.715
3. C 0.143
4. C -0.008
5. C -0.427
6. C -0.673

***

2.
Density functional theory data (ωB97M-V with the def2-TZVPD basis set) for 2 unconnected molecules or ions with the total composition C25H28ClF5IN4OS in a non-equilibrium geometry.

CARTESIAN COORDINATES (ANGSTROEM)
C1 4.493 -3.300 -0.858
C2 4.539 -1.810 -0.563
C3 4.157 -0.830 -1.728
I1 3.556 -1.770 -3.550
C4 3.236 0.253 -1.274
C5 1.896 0.500 -1.365
C6 0.783 -0.309 -1.948
C7 0.279 -1.521 -1.111
C8 0.981 -1.783 0.209
Cl1 0.253 -3.011 -2.094
N1 1.686 1.751 -0.783
C9 0.357 2.393 -0.704
F1 -0.067 2.606 -1.955
F2 0.502 3.596 -0.133
C10 -0.642 1.601 0.106
C11 -0.319 1.301 1.429
C12 -1.197 0.582 2.237
C13 -2.428 0.184 1.710
C14 -2.748 0.496 0.392
C15 -4.086 0.050 -0.162
F3 -4.567 1.009 -0.968
F4 -3.994 -1.082 -0.852
F5 -4.987 -0.115 0.810
C16 -1.867 1.208 -0.422
C17 2.835 2.258 -0.308
N2 2.996 3.481 0.306
C18 3.107 3.422 1.779
C19 3.941 4.337 -0.375
C20 5.138 4.894 0.333
O1 3.730 4.582 -1.517
N3 3.774 1.347 -0.589
S1 5.436 1.524 -0.187
H1 5.189 -3.592 -1.634
H2 3.492 -3.666 -1.058
H3 4.829 -3.816 0.043
H4 3.917 -1.586 0.302
H5 5.568 -1.589 -0.285
H6 5.077 -0.325 -2.000
H7 0.993 -0.595 -2.969
H8 -0.067 0.355 -2.024
H9 -0.766 -1.339 -0.891
H10 0.329 -2.414 0.808
H11 1.158 -0.880 0.784
H12 1.880 -2.367 0.035
H13 0.632 1.613 1.841
H14 -0.922 0.339 3.250
H15 -3.110 -0.352 2.351
H16 -2.130 1.432 -1.444
H17 3.527 4.332 2.180
H18 3.654 2.549 2.131
H19 2.101 3.337 2.186
H20 4.832 5.826 0.813
H21 5.543 4.259 1.110
H22 5.881 5.166 -0.403
H23 5.576 0.415 0.561
N4 -9.302 -4.082 0.928
C21 -9.134 -2.975 1.648
C22 -8.020 -2.154 1.546
C23 -7.025 -2.505 0.649
C24 -7.184 -3.655 -0.108
C25 -8.338 -4.404 0.069
H24 -9.935 -2.739 2.339
H25 -7.938 -1.264 2.156
H26 -6.143 -1.893 0.542
H27 -6.432 -3.966 -0.820
H28 -8.505 -5.309 -0.505

Cartesian forces (eV/Å) of the 3 atoms listed first:
0.0834 -0.1318 0.7626
-0.0429 -0.0227 -0.5165
0.1906 -0.2849 0.5675

energy: -79426.8928 eV
HOMO level: -10.95 eV
total charge: +1

Mulliken atomic charge list, values in e, 6 entries:
1. C -1.851
2. C -0.137
3. C -0.967
4. I 0.151
5. C 0.162
6. C 0.191

***

3.
Density functional theory data (ωB97M-V with the def2-TZVPD basis set) for a molecular structure, C25H28F5O2Tc in a non-equilibrium geometry.

CARTESIAN COORDINATES (ANGSTROEM)
O1 0.590 0.118 -7.071
C1 0.394 1.426 -7.687
C2 0.254 0.955 -9.113
H1 1.278 2.048 -7.584
H2 -0.519 1.910 -7.340
C3 0.427 -0.413 -8.423
H3 1.081 1.311 -9.744
H4 -0.739 1.195 -9.528
C4 1.673 -1.175 -8.835
H5 2.579 -0.561 -8.720
H6 1.581 -1.505 -9.881
H7 1.765 -2.068 -8.203
C5 -0.831 -1.245 -8.520
H8 -1.704 -0.656 -8.196
H9 -0.714 -2.131 -7.883
H10 -0.994 -1.582 -9.557
Tc1 0.251 -0.418 0.324
C6 -1.692 -0.362 1.198
C7 -1.935 1.057 1.411
C8 -1.976 1.694 0.154
H11 -2.158 1.515 2.369
C9 -1.748 0.722 -0.875
C10 -1.744 -0.571 -0.249
H12 -2.026 -1.515 -0.725
H13 -1.826 -1.156 1.936
H14 -2.224 2.741 -0.011
H15 -1.766 0.897 -1.956
C11 1.189 -2.070 1.347
C12 0.169 -2.527 0.446
C13 0.563 -2.176 -0.889
H16 -0.731 -3.036 0.751
C14 1.834 -1.499 -0.810
C15 2.226 -1.481 0.566
H17 3.127 -1.023 0.963
H18 1.149 -2.165 2.426
H19 0.028 -2.391 -1.793
H20 2.355 -1.070 -1.658
O2 1.565 0.984 -3.832
C16 0.433 0.098 -4.046
C17 -0.713 0.934 -4.680
H21 0.036 -0.281 -3.062
H22 0.731 -0.776 -4.647
C18 0.003 2.267 -4.925
H23 -1.490 1.076 -3.900
H24 -1.162 0.508 -5.580
C19 0.941 2.304 -3.730
H25 -0.654 3.113 -5.166
H26 0.675 2.103 -5.789
H27 0.326 2.476 -2.828
H28 1.739 3.041 -3.817
F1 0.298 0.438 3.501
C20 1.044 1.326 2.791
C21 1.236 1.166 1.423
C22 1.981 2.125 0.748
F2 2.111 2.071 -0.604
C23 2.615 3.159 1.429
F3 3.417 4.011 0.757
C24 2.419 3.294 2.797
F4 2.995 4.317 3.455
C25 1.608 2.394 3.479
F5 1.357 2.554 4.794

Cartesian forces (eV/Å) of the 3 atoms listed first:
-0.2740 0.9258 -1.5093
-0.0100 0.9336 0.0984
0.1534 -0.0069 0.4402

energy: -46247.4517 eV
ΔE to the lowest compared entry with this formula, charge and spin: 20.3 kJ/mol
HOMO level (spin up / spin down): -11.62 / -11.69 eV
total charge: +1
spin multiplicity: 4

Mulliken atomic charge list, values in e, 6 entries:
1. O -0.266
2. C -0.603
3. C -0.822
4. H 0.257
5. H 0.351
6. C 1.543

***

4.
Density functional theory data (ωB97M-V with the def2-TZVPD basis set) for a molecular structure, C25H28F5O3Ru in a non-equilibrium geometry.

CARTESIAN COORDINATES (ANGSTROEM)
O1 -0.799 -0.908 -2.631
C1 -0.850 0.360 -3.401
C2 -0.528 -0.201 -4.776
H1 -0.061 1.040 -3.041
H2 -1.873 0.764 -3.334
C3 -0.498 -1.511 -3.950
H3 0.440 0.089 -5.244
H4 -1.388 -0.096 -5.464
C4 0.860 -2.194 -3.843
H5 1.611 -1.505 -3.429
H6 1.220 -2.546 -4.808
H7 0.784 -3.078 -3.202
C5 -1.644 -2.451 -4.272
H8 -2.579 -1.899 -4.161
H9 -1.637 -3.238 -3.516
H10 -1.571 -2.879 -5.272
Ru1 -1.323 -1.711 -0.167
C6 -2.433 -1.643 1.611
C7 -1.948 -0.289 1.529
C8 -2.814 0.416 0.612
H11 -1.161 0.146 2.159
C9 -3.572 -0.547 -0.102
C10 -3.385 -1.845 0.540
H12 -3.986 -2.744 0.405
H13 -2.229 -2.325 2.427
H14 -2.842 1.509 0.503
H15 -4.280 -0.317 -0.912
C11 0.251 -1.960 1.460
C12 -0.135 -3.168 0.719
C13 0.661 -3.144 -0.495
H16 -0.694 -4.006 1.144
C14 1.458 -1.979 -0.523
C15 1.111 -1.177 0.634
H17 1.387 -0.138 0.893
H18 0.100 -1.723 2.505
H19 0.726 -4.004 -1.170
H20 2.365 -1.867 -1.124
O2 2.585 2.001 -1.894
C16 1.845 1.703 -0.646
C17 0.340 1.893 -0.918
H21 2.160 2.396 0.191
H22 2.105 0.697 -0.229
C18 0.373 3.078 -2.012
H23 -0.147 2.142 0.029
H24 -0.116 0.909 -1.180
C19 1.867 3.213 -2.397
H25 0.181 3.929 -1.354
H26 -0.432 3.111 -2.804
H27 2.358 4.186 -2.021
H28 1.928 3.304 -3.493
F1 2.145 2.469 8.359
C20 1.760 2.117 7.118
C21 2.234 2.758 5.967
F2 3.099 3.783 6.127
C22 1.861 2.316 4.711
F3 2.326 2.956 3.625
C23 0.976 1.189 4.539
O3 0.662 0.686 3.429
C24 0.440 0.657 5.764
F4 -0.477 -0.312 5.647
C25 0.832 1.085 7.010
F5 0.354 0.506 8.131

Cartesian forces (eV/Å) of the 3 atoms listed first:
0.1354 1.2742 -2.0020
0.0691 1.3273 0.9818
-0.1999 -0.5706 0.6314

energy: -48680.5113 eV
ΔE to the lowest compared entry with this formula, charge and spin: 0.9 kJ/mol
HOMO level (spin up / spin down): -5.22 / -7.54 eV
total charge: 0
spin multiplicity: 6

Mulliken atomic charge list, values in e, 6 entries:
1. O 0.103
2. C 0.026
3. C -0.651
4. H -0.550
5. H 0.421
6. C 1.245